No. 1
A cluster of 2 separate species, C5H15NSi in total, computed with ωB97M-V with the def2-TZVPD basis set.

```
! wB97M-V def2-TZVPD RIJCOSX def2/J DEFGRID3
* xyz 0 1
C 2.51 -0.63 0.48
C -1.12 0.12 1.46
C -2.65 -0.33 -0.50
C 1.32 -0.96 -0.38
C -1.47 0.56 0.08
N 1.20 1.88 -0.63
Si 0.22 0.53 -0.91
H 3.18 -1.51 0.61
H 3.14 0.11 0.16
H 2.07 -0.41 1.56
H -2.05 0.24 2.17
H -1.07 -0.97 1.48
H -0.20 0.42 1.89
H -3.12 0.13 -1.27
H -3.32 -0.73 0.25
H -2.23 -1.21 -0.97
H 0.97 -1.86 0.09
H 1.80 -1.26 -1.34
H -1.86 1.52 0.28
H 0.97 2.69 -1.15
H 2.25 1.82 -0.72
H -0.54 -0.15 -2.64
*
```

Output
Largest force on an atom = 4.96 eV/A
Molar mass = 117.3 g/mol
Electronic energy = -14794.4549 eV
ΔE to the lowest compared entry with this formula, charge and spin = 181.9 kJ/mol
Gap between HOMO and LUMO = 9.659 eV

No. 2
A structure of composition C38H36IrN3P, computed with ωB97M-V with the def2-TZVPD basis set.

```
! wB97M-V def2-TZVPD RIJCOSX def2/J DEFGRID3
* xyz 1 1
Ir 0.29 0.15 -0.38
C 1.85 3.85 1.07
C 2.12 3.60 2.40
C 1.92 2.34 2.92
C 1.44 1.34 2.09
N 1.16 1.59 0.78
C 1.36 2.82 0.29
C 1.13 -0.03 2.47
C 1.39 -0.60 3.71
C 1.04 -1.92 3.93
C 0.44 -2.66 2.91
C 0.20 -2.08 1.67
C 0.55 -0.76 1.44
H 2.00 4.82 0.62
H 2.50 4.40 3.04
H 2.12 2.13 3.96
H 1.15 2.95 -0.76
H 1.87 -0.04 4.50
H 1.24 -2.38 4.89
H 0.17 -3.69 3.09
H -0.27 -2.66 0.88
N -2.25 -0.56 2.04
C -3.17 0.48 1.78
C -4.26 0.68 2.64
C -5.21 1.64 2.38
C -5.10 2.42 1.24
C -4.03 2.23 0.39
C -3.03 1.28 0.65
P -1.71 1.20 -0.66
C -2.81 0.57 -1.96
C -2.91 -0.81 -2.10
C -3.76 -1.36 -3.04
C -4.50 -0.53 -3.86
C -4.41 0.85 -3.73
C -3.57 1.40 -2.78
C -1.44 2.98 -0.97
C -0.98 3.46 -2.20
C -0.64 4.80 -2.35
C -0.74 5.67 -1.27
C -1.19 5.20 -0.05
C -1.53 3.86 0.10
H -2.68 -1.48 1.96
H -1.84 -0.51 2.96
H -4.35 0.05 3.52
H -6.04 1.78 3.06
H -5.85 3.17 1.00
H -3.96 2.84 -0.50
H -2.30 -1.46 -1.47
H -3.83 -2.43 -3.14
H -5.16 -0.95 -4.61
H -4.99 1.50 -4.37
H -3.50 2.48 -2.68
H -0.89 2.80 -3.04
H -0.30 5.15 -3.31
H -0.47 6.71 -1.39
H -1.28 5.87 0.80
H -1.87 3.51 1.07
C 2.16 -2.05 -1.21
N 2.32 -0.73 -0.56
C 3.21 -0.94 0.61
C 3.01 0.23 -1.45
C 2.14 0.53 -2.62
C 2.70 0.86 -3.84
C 1.89 1.09 -4.95
C 0.52 0.93 -4.81
C -0.02 0.60 -3.57
C 0.75 0.42 -2.41
H 3.14 -2.47 -1.45
H 1.57 -1.96 -2.12
H 1.65 -2.72 -0.51
H 4.18 -1.31 0.25
H 2.80 -1.67 1.30
H 3.38 0.00 1.13
H 3.97 -0.18 -1.78
H 3.24 1.12 -0.85
H 3.78 0.93 -3.93
H 2.33 1.35 -5.90
H -0.13 1.05 -5.66
H -1.09 0.45 -3.55
*
```

Output
Largest force on an atom = 2.51 eV/A
Molar mass = 757.9 g/mol
Electronic energy = -56583.3052 eV
ΔE to the lowest compared entry with this formula, charge and spin = 246.2 kJ/mol
Gap between HOMO and LUMO (alpha / beta) = 7.250 / 7.251 eV

No. 3
A structure of composition CHCdLiO, computed with ωB97M-V with the def2-TZVPD basis set.

```
! wB97M-V def2-TZVPD RIJCOSX def2/J DEFGRID3
* xyz 0 1
H -0.44 -1.39 -0.39
Cd -0.35 -0.01 2.35
O 0.58 0.28 -0.64
C 0.27 -0.63 0.15
Li -0.06 1.75 -1.48
*
```

Output
Largest force on an atom = 2.04 eV/A
Molar mass = 148.4 g/mol
Electronic energy = -7866.9123 eV
ΔE to the lowest compared entry with this formula, charge and spin = 0.0 kJ/mol
Gap between HOMO and LUMO = 4.013 eV

No. 4
A structure of composition C24H31NO5, computed with ωB97M-V with the def2-TZVPD basis set.

```
! wB97M-V def2-TZVPD RIJCOSX def2/J DEFGRID3
* xyz 0 1
C -4.47 -2.76 -0.71
C -3.24 -2.49 -1.44
H -3.37 -2.27 -2.52
H -2.53 -3.36 -1.42
O -2.42 -1.22 -0.95
C -1.55 -1.64 0.28
O -1.43 -2.72 0.87
C -0.86 -0.50 0.64
C 0.59 -0.95 1.06
C 1.35 -1.22 -0.06
N 1.53 -0.30 -0.96
C 0.25 0.18 -1.55
C -0.79 0.83 -0.33
H -0.33 1.40 0.27
H -1.75 0.93 -0.76
H 0.35 1.12 -1.97
H -0.32 -0.42 -1.91
C 2.48 -0.25 -1.93
C 3.72 -0.42 -1.55
C 4.48 0.80 -0.97
C 5.77 0.87 -0.64
C 6.57 -0.46 -0.32
C 5.84 -1.65 -0.82
C 4.64 -1.59 -1.21
H 4.05 -2.56 -1.95
H 6.29 -2.47 -0.76
H 7.42 -0.19 0.00
O 6.18 1.94 -0.24
C 7.61 2.19 0.45
H 7.66 3.25 0.64
H 8.24 1.72 -0.44
H 7.61 1.65 1.15
O 3.75 2.00 -1.19
H 4.37 2.87 -0.86
H 2.26 -1.14 -2.58
H 2.30 0.36 -2.68
H 2.35 -1.51 0.08
H 0.99 -2.20 -0.35
H 0.51 -1.88 1.80
H 1.16 -0.28 1.77
C -1.68 -0.01 2.22
C -2.90 0.12 1.99
C -3.93 -0.72 2.04
C -5.31 -0.37 1.81
C -5.68 0.68 1.20
C -4.98 1.79 1.10
C -3.56 1.57 1.41
H -2.86 2.38 1.27
O -5.36 2.84 0.50
C -4.28 3.90 0.38
H -5.05 4.76 -0.05
H -3.71 3.66 -0.45
H -4.10 4.23 1.20
H -6.86 1.00 1.21
H -6.20 -1.23 2.09
H -3.73 -1.85 2.58
H -1.52 -0.77 2.72
H -1.04 0.83 2.46
H -4.31 -3.20 0.23
H -5.08 -3.53 -1.05
H -5.08 -1.73 -0.83
*
```

Output
Largest force on an atom = 16.70 eV/A
Molar mass = 413.5 g/mol
Electronic energy = -37095.3239 eV
ΔE to the lowest compared entry with this formula, charge and spin = 2279.6 kJ/mol
Gap between HOMO and LUMO = 8.134 eV

No. 5
A cluster of 2 separate species, C3H7ClF2 in total, computed with ωB97M-V with the def2-TZVPD basis set.

```
! wB97M-V def2-TZVPD RIJCOSX def2/J DEFGRID3
* xyz 0 1
C -0.39 -1.30 -0.60
C -1.20 -0.49 -1.59
Cl -1.47 1.18 -1.00
H 0.59 -0.85 -0.43
H -0.92 -1.38 0.36
H -0.24 -2.31 -0.99
H -2.18 -0.92 -1.77
H -0.68 -0.40 -2.55
F 2.14 -0.78 0.71
C 1.03 -0.11 1.12
F 1.28 0.48 2.31
H 0.21 -0.83 1.25
H 0.79 0.67 0.38
*
```

Output
Largest force on an atom = 1.97 eV/A
Molar mass = 116.5 g/mol
SMILES string = CCCl.FCF
Electronic energy = -21180.7080 eV
ΔE to the lowest compared entry with this formula, charge and spin = 95.3 kJ/mol
Gap between HOMO and LUMO = 11.854 eV

No. 6
A structure of composition C49H43CeFN6O4PSe4, computed with ωB97M-V with the def2-TZVPD basis set.

```
! wB97M-V def2-TZVPD RIJCOSX def2/J DEFGRID3
* xyz -2 2
Ce 11.94 14.86 12.37
O 16.66 14.58 12.55
C 15.46 14.47 12.15
N 14.41 14.08 12.91
C 14.82 13.78 14.21
O 15.62 12.88 14.45
C 14.19 14.55 15.29
C 14.90 14.70 16.49
C 14.56 15.75 17.33
C 13.44 16.54 17.02
C 12.69 16.20 15.91
N 13.04 15.17 15.09
C 15.28 14.85 10.69
C 16.40 15.30 10.03
C 16.27 15.65 8.63
C 15.17 15.38 7.91
C 14.04 14.57 8.47
N 14.13 14.65 9.97
H 15.67 13.99 16.70
H 15.20 16.02 18.19
H 13.12 17.37 17.70
H 11.85 16.81 15.56
H 17.35 15.47 10.54
H 17.07 16.14 8.09
H 15.03 15.60 6.82
H 13.75 12.42 8.74
Se 9.64 15.59 14.24
Se 9.11 13.30 14.50
Se 10.96 12.07 15.11
Se 12.08 11.87 13.09
N 9.69 12.69 10.47
C 8.46 12.51 10.01
C 7.81 13.74 10.01
C 8.81 14.65 10.53
N 9.95 13.99 10.82
H 10.35 11.96 10.80
H 8.12 11.55 9.70
H 6.83 13.89 9.66
H 8.74 15.72 10.65
C 15.05 9.85 13.50
P 14.92 10.69 11.87
C 16.71 10.73 11.44
C 17.27 10.10 10.35
C 18.60 10.39 10.04
C 19.33 11.38 10.70
C 18.71 12.01 11.80
C 17.43 11.60 12.24
C 14.46 9.17 10.87
C 15.08 7.94 11.00
C 14.65 6.82 10.32
C 13.55 6.89 9.50
C 12.88 8.11 9.40
C 13.33 9.24 10.10
H 15.35 10.58 14.33
H 15.86 9.07 13.57
H 14.08 9.41 13.75
H 16.72 9.35 9.78
H 19.10 9.78 9.33
H 20.38 11.58 10.49
H 19.26 12.76 12.38
H 16.93 12.12 13.04
H 16.00 7.91 11.60
H 15.28 5.94 10.46
H 13.29 6.01 8.87
H 11.99 8.14 8.75
H 12.75 10.15 9.90
F 11.04 13.31 5.74
C 11.95 13.57 6.70
C 11.60 14.57 7.65
C 12.58 15.14 8.54
C 12.77 14.80 10.06
C 14.07 13.12 7.93
C 13.18 12.95 6.77
H 10.60 14.95 7.72
H 12.73 16.24 8.47
H 15.10 12.92 7.62
H 13.36 12.16 6.04
C 6.60 19.97 14.53
C 8.01 20.15 14.00
C 9.02 20.45 14.98
C 10.30 20.71 14.60
C 10.72 20.48 13.31
C 9.83 20.04 12.31
N 10.27 19.76 11.03
C 11.65 19.78 10.70
C 12.21 20.89 10.07
C 13.60 20.98 9.79
C 14.47 20.00 10.24
C 13.92 18.83 10.76
C 12.57 18.75 11.11
C 12.20 17.46 11.75
O 11.07 16.90 11.49
O 13.10 16.83 12.45
C 8.38 19.98 12.68
C 7.44 19.63 11.59
H 6.71 20.02 15.63
H 6.25 18.97 14.24
H 5.92 20.73 14.15
H 8.69 20.58 16.03
H 11.03 21.04 15.33
H 11.78 20.68 12.95
H 9.57 19.34 10.46
H 11.53 21.71 9.81
H 13.98 21.77 9.19
H 15.54 20.10 10.02
H 14.52 17.94 10.86
H 7.43 20.46 10.89
H 6.44 19.46 12.00
H 7.73 18.69 11.11
*
```

Output
Largest force on an atom = 4.15 eV/A
Molar mass = 1285.8 g/mol
Electronic energy = -354963.3584 eV
Gap between HOMO and LUMO (alpha / beta) = 4.517 / 4.515 eV
<S²> = 0.751

No. 7
A structure of composition C41H50B2BrN12O2PrSi, computed with ωB97M-V with the def2-TZVPD basis set.

```
! wB97M-V def2-TZVPD RIJCOSX def2/J DEFGRID3
* xyz -2 3
Pr -0.21 -0.08 -0.12
B 0.25 0.35 -4.06
N 1.44 0.83 -3.19
C 2.49 1.51 -3.65
C 3.23 1.95 -2.56
C 2.53 1.46 -1.46
N 1.45 0.79 -1.86
N -0.33 -0.99 -3.57
C -0.67 -2.00 -4.37
C -1.35 -2.95 -3.62
C -1.37 -2.40 -2.34
N -0.76 -1.21 -2.33
H 0.65 0.19 -5.18
H -0.61 1.18 -3.99
H 2.66 1.66 -4.70
H 4.13 2.53 -2.57
H 2.78 1.54 -0.42
H -0.41 -2.01 -5.41
H -1.76 -3.88 -3.94
H -1.79 -2.81 -1.44
C -2.89 -1.95 2.20
C -1.72 -2.82 1.88
C -1.61 -4.09 2.41
C -0.47 -4.84 2.10
C 0.46 -4.32 1.24
C 0.28 -3.03 0.67
N -0.82 -2.30 1.04
N 1.08 -2.44 -0.21
Si 2.39 -3.16 -1.00
C 3.10 -1.99 -2.32
C 1.89 -4.75 -1.99
C 3.91 -3.69 0.08
H -3.30 -2.19 3.18
H -3.67 -2.09 1.45
H -2.59 -0.90 2.17
H -2.37 -4.48 3.07
H -0.33 -5.82 2.53
H 1.36 -4.86 1.00
H 2.36 -1.73 -3.06
H 3.93 -2.46 -2.85
H 3.47 -1.08 -1.87
H 1.06 -4.53 -2.64
H 1.58 -5.56 -1.33
H 2.70 -5.12 -2.61
H 4.23 -2.85 0.70
H 4.76 -3.99 -0.54
H 3.68 -4.51 0.74
B -1.22 2.46 4.27
C -1.01 1.57 3.01
N -0.86 0.94 2.05
H -0.79 1.85 5.22
H -2.40 2.68 4.39
H -0.59 3.49 4.09
Br 1.06 -2.41 7.51
C 1.46 -1.49 5.89
C 0.73 -1.78 4.76
C 1.04 -1.11 3.59
C 2.07 -0.18 3.54
C 2.79 0.08 4.69
C 2.49 -0.57 5.88
C 2.37 0.57 2.23
O 3.25 1.43 2.26
O 1.70 0.23 1.23
H -0.07 -2.50 4.78
H 0.46 -1.29 2.69
H 3.60 0.80 4.65
H 3.03 -0.35 6.79
C 1.47 6.20 1.26
C 1.22 6.45 -0.23
C 2.30 5.77 -1.07
C -0.19 6.00 -0.65
N -0.34 4.59 -0.82
C -0.12 3.53 0.00
N -0.41 2.44 -0.67
N -0.80 2.82 -1.88
N -0.76 4.08 -1.99
H 2.29 6.83 1.61
H 1.75 5.16 1.43
H 0.59 6.43 1.85
H 1.26 7.53 -0.40
H 2.24 4.68 -0.98
H 3.28 6.07 -0.72
H 2.20 6.03 -2.12
H -0.46 6.44 -1.61
H -0.93 6.34 0.10
H 0.20 3.58 1.02
N -2.48 0.58 -0.32
C -3.63 1.06 -0.29
C -4.85 0.20 -0.42
C -4.72 -1.03 -1.05
C -5.80 -1.89 -1.17
C -7.02 -1.54 -0.61
C -7.16 -0.33 0.04
C -6.09 0.55 0.12
C -3.89 2.54 -0.18
C -4.68 3.19 -1.13
C -4.83 4.57 -1.10
C -4.22 5.31 -0.10
C -3.43 4.68 0.84
C -3.24 3.31 0.79
H -3.75 -1.28 -1.45
H -5.69 -2.82 -1.70
H -7.86 -2.22 -0.68
H -8.12 -0.07 0.48
H -6.21 1.50 0.63
H -5.17 2.61 -1.89
H -5.43 5.07 -1.85
H -4.37 6.39 -0.07
H -2.96 5.25 1.63
H -2.61 2.81 1.51
*
```

Output
Largest force on an atom = 1.54 eV/A
Molar mass = 1013.5 g/mol
Electronic energy = -158655.0971 eV
ΔE to the lowest compared entry with this formula, charge and spin = 0.0 kJ/mol
Gap between HOMO and LUMO (alpha / beta) = 6.246 / 6.272 eV
<S²> = 2.002

No. 8
A structure of composition C24H30B3F30O12Sn, computed with ωB97M-V with the def2-TZVPD basis set.

```
! wB97M-V def2-TZVPD RIJCOSX def2/J DEFGRID3
* xyz 0 2
Sn -3.49 -0.36 -2.08
B 0.11 0.72 -5.14
F -0.68 0.17 -4.20
F 1.37 1.00 -4.57
F 0.31 -0.08 -6.25
F -0.41 1.97 -5.56
B 0.21 0.75 -0.68
F -0.93 0.71 -1.41
F 0.33 1.97 -0.01
F 0.25 -0.32 0.21
F 1.25 0.64 -1.60
B -3.12 3.30 -2.07
F -2.60 2.52 -3.06
F -2.11 4.13 -1.67
F -4.27 3.92 -2.52
F -3.46 2.46 -1.02
C 2.47 3.16 1.70
C 3.07 1.76 1.19
O 4.24 2.06 0.43
C 4.22 2.72 -0.78
O 3.21 3.09 -1.42
C 5.64 2.90 -1.45
F 5.94 4.22 -1.43
F 6.50 2.13 -0.80
F 5.58 2.56 -2.70
H 1.91 3.64 0.90
H 3.17 3.86 2.16
H 1.77 2.90 2.49
H 2.38 1.14 0.62
H 3.44 1.15 2.01
C -1.58 4.33 1.50
C -1.57 5.74 1.00
O -0.27 6.37 1.10
C 0.76 6.12 0.28
O 0.76 5.40 -0.73
C 1.97 6.96 0.65
F 2.31 7.75 -0.40
F 1.67 7.74 1.66
F 2.98 6.10 1.02
H -1.69 4.30 2.58
H -0.68 3.73 1.34
H -2.41 3.78 1.05
H -2.37 6.38 1.38
H -1.74 5.66 -0.07
C -0.72 1.07 3.57
C -1.81 0.82 2.49
O -3.06 1.14 2.99
C -4.16 0.82 2.24
O -4.18 0.30 1.10
C -5.50 0.91 3.06
F -5.24 0.88 4.32
F -6.08 2.02 2.65
F -6.27 -0.14 2.76
H -0.99 0.58 4.51
H -0.61 2.14 3.70
H 0.23 0.64 3.24
H -1.68 -0.16 2.03
H -1.52 1.45 1.65
C 3.55 -2.38 1.34
C 2.94 -2.81 -0.02
O 2.83 -4.20 -0.10
C 3.84 -4.95 -0.59
O 5.01 -4.54 -0.88
C 3.31 -6.38 -0.82
F 2.45 -6.72 0.16
F 2.70 -6.47 -2.02
F 4.40 -7.17 -0.81
H 3.04 -2.96 2.10
H 3.39 -1.31 1.50
H 4.63 -2.54 1.30
H 3.59 -2.37 -0.78
H 1.96 -2.34 -0.10
C 2.61 -2.83 -3.62
C 1.37 -2.51 -2.93
O 0.79 -3.75 -2.60
C -0.58 -3.74 -2.39
O -1.28 -2.72 -2.42
C -1.21 -5.17 -2.23
F -2.01 -5.49 -3.28
F -0.22 -6.04 -2.32
F -1.96 -5.29 -1.09
H 3.34 -3.23 -2.92
H 3.09 -1.90 -3.93
H 2.41 -3.52 -4.45
H 0.73 -1.90 -3.57
H 1.56 -1.94 -2.02
C -5.75 -3.79 2.56
C -4.75 -3.37 1.50
O -3.36 -3.53 1.93
C -2.38 -2.82 1.30
O -2.52 -1.99 0.40
C -0.94 -3.17 1.82
F -0.17 -3.58 0.80
F -0.38 -2.13 2.31
F -1.06 -4.13 2.70
H -5.59 -3.20 3.46
H -5.67 -4.86 2.71
H -6.76 -3.57 2.20
H -4.88 -2.33 1.22
H -4.93 -3.96 0.60
*
```

Output
Largest force on an atom = 5.68 eV/A
Molar mass = 1231.6 g/mol
Electronic energy = -139340.0465 eV
Gap between HOMO and LUMO (alpha / beta) = 5.886 / 2.600 eV
<S²> = 0.758